# 1
# C36H48N3O2P2Rb

A structure of composition C36H48N3O2P2Rb (wB97M-V/def2-TZVPD, the Open Molecules 2025 dataset).

DFT total energy in a.u.: -2422.15098
Molecular weight in g/mol: 702.215
Frontier orbital gap in eV: 5.7
Total charge: 0

Each line ends with the Löwdin charge.
Positions of all 92 atoms, in Å:
Rb (0.130, -0.564, -1.379)  0.6666
P (-2.232, 1.488, -0.172)  1.0176
P (3.176, 0.304, -0.670)  0.9827
O (-5.100, -4.872, 2.043)  -0.0521
O (-0.081, -8.081, 1.256)  -0.0532
N (-2.073, -2.569, -1.147)  0.0518
N (0.456, -3.264, -0.139)  0.0531
N (0.717, 2.024, -0.166)  -0.0616
C (-5.447, -3.784, 1.208)  -0.2039
C (3.678, 4.029, -2.399)  -0.1080
C (-3.966, 1.191, 0.448)  -0.5670
C (-2.558, 2.715, -1.550)  -0.5445
C (-1.578, 2.500, -2.707)  -0.1339
C (4.629, -0.403, -1.614)  -0.5690
C (-1.942, 3.048, 2.189)  -0.1165
C (0.053, 2.674, 0.847)  -0.3554
C (2.790, 0.281, 2.094)  -0.1208
C (-0.429, -5.443, 0.279)  0.0430
C (-3.935, 0.281, 1.681)  -0.1267
C (-3.283, -2.038, -1.330)  -0.1439
C (-1.333, 2.465, 1.079)  -0.3159
C (0.098, 4.095, 2.842)  -0.0947
C (1.677, -3.761, 0.047)  -0.1201
C (4.294, -0.483, -3.107)  -0.1288
C (1.599, 4.048, -1.186)  -0.0479
C (3.837, 2.703, -2.038)  -0.1168
C (-0.584, -4.094, -0.018)  -0.2110
C (-4.262, -3.387, 0.375)  -0.1799
C (-1.944, -3.510, -0.212)  -0.2133
C (-4.399, -2.416, -0.608)  -0.0247
C (1.061, -7.426, 0.742)  -0.2095
C (-4.962, 2.345, 0.602)  -0.1108
C (1.723, 2.683, -0.826)  -0.3638
C (2.543, 4.702, -1.946)  -0.0930
C (-1.254, 3.855, 3.082)  -0.1102
C (6.055, 0.094, -1.364)  -0.1140
C (0.846, -5.958, 0.459)  -0.1791
C (2.902, 2.015, -1.259)  -0.3200
C (-2.573, 4.178, -1.122)  -0.1015
C (0.729, 3.518, 1.758)  -0.0495
C (1.925, -5.091, 0.343)  -0.0096
C (-3.009, -3.946, 0.571)  0.0502
C (3.881, 0.507, 1.045)  -0.5507
C (4.603, 1.830, 1.277)  -0.1055
H (6.299, 0.088, -0.301)  0.0608
H (-3.259, 4.367, -0.297)  0.0637
H (2.492, -3.049, -0.042)  0.0990
H (3.274, -0.850, -3.266)  0.0605
H (-2.861, 4.818, -1.961)  0.0800
H (5.069, 1.844, 2.266)  0.0795
H (-5.355, -1.944, -0.802)  0.1234
H (5.374, 2.016, 0.530)  0.0620
H (-0.243, -7.769, 2.152)  0.0973
H (-2.994, 2.879, 2.365)  0.0691
H (-3.359, -1.272, -2.095)  0.1097
H (2.941, -5.436, 0.484)  0.1174
H (-2.865, -4.691, 1.339)  0.1198
H (-5.104, 2.880, -0.337)  0.0634
H (3.897, 2.660, 1.224)  0.0681
H (-1.578, 4.480, -0.794)  0.0659
H (1.783, 3.705, 1.590)  0.1009
H (0.668, 4.729, 3.510)  0.0983
H (-5.760, -2.915, 1.798)  0.1281
H (-5.937, 1.950, 0.905)  0.0753
H (2.314, -0.694, 1.970)  0.0607
H (1.301, -7.934, -0.193)  0.1345
H (-0.551, 2.688, -2.387)  0.0532
H (-1.290, -6.094, 0.348)  0.1240
H (6.766, -0.565, -1.870)  0.0766
H (4.605, -1.435, -1.243)  0.0854
H (6.233, 1.104, -1.731)  0.0626
H (-4.346, 0.576, -0.379)  0.0734
H (-1.641, 1.478, -3.093)  0.0500
H (-1.759, 4.291, 3.933)  0.0901
H (-1.808, 3.175, -3.535)  0.0783
H (4.423, 4.530, -3.001)  0.0916
H (-5.838, -5.063, 2.628)  0.0945
H (4.606, -0.314, 1.124)  0.0945
H (4.360, 0.491, -3.592)  0.0654
H (-3.596, 0.813, 2.570)  0.0673
H (-3.557, 2.440, -1.913)  0.0938
H (4.982, -1.157, -3.622)  0.0758
H (-4.936, -0.111, 1.885)  0.0707
H (-4.662, 3.077, 1.351)  0.0607
H (2.014, 1.044, 2.014)  0.0554
H (3.212, 0.330, 3.102)  0.0769
H (-3.265, -0.568, 1.527)  0.0611
H (4.729, 2.191, -2.366)  0.0678
H (0.722, 4.584, -0.847)  0.1002
H (-6.274, -4.048, 0.539)  0.1308
H (2.390, 5.745, -2.199)  0.0994
H (1.925, -7.546, 1.403)  0.1254

# 2
# H2N2O4S

The molecule H2N2O4S (wB97M-V/def2-TZVPD, the Open Molecules 2025 dataset).

DFT total energy in a.u.: -809.72634
Molecular weight in g/mol: 126.093
Frontier orbital gap in eV: 10.5
SMILES: NS(=O)(=O)ON=O
Total charge: 0

Each line ends with the Löwdin charge.
Positions of all 9 atoms, in Å:
S (-0.169, -0.967, -0.222)  0.5928
O (0.169, -1.759, 0.968)  -0.2807
O (2.201, 1.641, 0.239)  0.1098
O (-0.584, -1.647, -1.347)  -0.2142
O (1.159, -0.030, -0.539)  -0.1997
N (-1.164, 0.295, 0.206)  -0.0424
N (1.121, 1.211, 0.069)  -0.0894
H (-1.972, 0.468, -0.328)  0.0743
H (-0.760, 0.787, 0.955)  0.0494

# 3
# C20H33N3O3S

The molecule C20H33N3O3S (wB97M-V/def2-TZVPD, the Open Molecules 2025 dataset).

DFT total energy in a.u.: -1570.09965
Molecular weight in g/mol: 395.569
Frontier orbital gap in eV: 8.1
SMILES: CCN(CCCNC(=O)[C@@H]1CCCN(S(=O)(=O)CC)C1)c1cccc(C)c1
Total charge: 0

Each line ends with the Löwdin charge.
Positions of all 60 atoms, in Å:
S (-0.428, -2.594, 1.887)  0.6466
O (-0.808, -1.378, -3.428)  0.0717
O (-0.656, -1.179, 1.767)  -0.3011
O (0.891, -3.022, 2.257)  -0.2830
N (0.022, 0.238, -2.080)  0.0895
N (-0.769, 3.166, -0.355)  -0.1090
N (-0.956, -3.346, 0.482)  -0.2306
C (-1.283, -2.676, 4.451)  -0.1226
C (0.920, 1.655, 0.508)  -0.0146
C (0.114, -2.026, -1.298)  -0.2144
C (-0.524, 1.367, -2.793)  -0.1602
C (0.565, 2.828, -0.179)  -0.2384
C (-1.610, -3.259, 3.094)  -0.2723
C (-1.199, -2.449, -0.624)  -0.1553
C (-1.742, 2.146, -0.670)  -0.1679
C (2.590, 0.032, 1.433)  -0.0395
C (0.819, -3.279, -1.812)  -0.1379
C (-1.126, 4.514, -0.747)  -0.2381
C (3.255, 2.112, 0.208)  -0.0631
C (1.605, 3.643, -0.639)  -0.0458
C (2.245, 1.293, 0.700)  -0.2716
C (-1.848, 1.838, -2.177)  -0.1383
C (-0.260, -1.039, -2.397)  -0.4707
C (-0.227, -4.540, 0.099)  -0.1970
C (2.926, 3.283, -0.445)  -0.0785
C (-0.850, 5.506, 0.381)  -0.0722
C (1.075, -4.225, -0.639)  -0.1656
H (1.763, -3.008, -2.287)  0.1247
H (3.707, 3.930, -0.819)  0.1036
H (1.698, -0.505, 1.744)  0.0400
H (3.180, 0.262, 2.320)  0.0875
H (1.398, 4.559, -1.168)  0.0988
H (-1.502, -4.339, 3.067)  0.0970
H (0.161, 1.029, 0.954)  0.0996
H (-2.183, 2.726, -2.715)  0.1062
H (-1.964, -3.048, 5.214)  0.0788
H (-2.592, -2.968, 2.736)  0.0998
H (-1.842, -2.953, -1.352)  0.1436
H (1.524, -5.155, -0.990)  0.1159
H (4.290, 1.837, 0.350)  0.1081
H (-0.014, -5.095, 1.014)  0.1150
H (-1.355, -1.592, 4.407)  0.0766
H (-2.197, 4.522, -0.963)  0.1160
H (-1.151, 6.507, 0.082)  0.0722
H (-2.596, 1.055, -2.314)  0.1147
H (-0.891, -5.137, -0.535)  0.1312
H (1.761, -3.754, 0.067)  0.1039
H (-2.722, 2.483, -0.314)  0.1226
H (0.213, 2.174, -2.778)  0.1173
H (-0.264, -2.941, 4.723)  0.0766
H (0.455, 0.449, -1.187)  0.0955
H (-1.724, -1.581, -0.222)  0.1179
H (-0.611, 4.832, -1.664)  0.1119
H (-1.410, 5.220, 1.268)  0.0777
H (-0.695, 1.054, -3.825)  0.1214
H (0.188, -3.758, -2.564)  0.1235
H (3.192, -0.622, 0.802)  0.0869
H (0.740, -1.539, -0.544)  0.1335
H (-1.503, 1.229, -0.131)  0.0988
H (0.206, 5.518, 0.637)  0.0630

Question: DFT total energy of number 3 (C20H33N3O3S)?
Answer: -1570.09965 a.u.

Question: Look up the molecular weight of the second one.
Answer: 126.093 g/mol